Density functional theory data (ωB97M-V/def2-TZVPD) for a molecular structure, C41H39F2N6O3S2Tl.

Element x y z (Å)
1 C -2.4128 -6.6560 -0.0653
2 C 3.5024 -0.1202 -1.3564
3 Tl -0.0783 0.8877 -0.5372
4 C -1.6109 2.8167 -1.8254
5 H 1.3709 -0.4290 -3.5483
6 C 2.6058 -3.8020 -3.6801
7 H 6.4169 0.9531 3.4658
8 C -1.5626 2.9421 -3.2363
9 H -2.3879 3.7540 -0.0380
10 N 2.0294 3.6782 2.4276
11 C 0.4247 4.8571 1.3794
12 H -0.9710 6.7950 2.6563
13 H -1.4204 -4.7826 -0.4545
14 C -3.9914 -1.6423 -0.5904
15 H -1.7952 -5.8628 3.6564
16 C 1.4048 3.8021 1.1814
17 H -0.2571 5.1885 0.6115
18 C -0.6572 0.5547 -6.0446
19 C -2.1492 4.0519 -3.8426
20 C -2.8691 5.0041 -3.1487
21 F -3.6986 5.7481 -1.0855
22 C -2.3208 3.8044 -1.1254
23 C 2.7338 -1.3201 -0.8561
24 C 5.4673 2.8789 3.5328
25 H -2.1094 2.1085 -5.8112
26 O -0.1994 -1.7753 -1.3865
27 S 0.9721 -1.2382 2.9869
28 H 0.4294 7.1679 3.6743
29 N -4.0241 -1.1846 0.7922
30 H 0.8856 -4.7666 -4.5405
31 H 0.6620 3.6419 4.9402
32 H -3.0693 -2.1826 -0.8120
33 C -1.9818 -6.0825 2.6094
34 N 1.5535 4.6589 3.3020
35 C 0.3292 -3.3994 -2.9998
36 H -4.8469 -2.2929 -0.7730
37 H 4.0739 -2.6819 -2.6043
38 C 0.3411 -0.1728 -5.4145
39 O 1.7029 3.1767 0.1820
40 H -0.7707 5.9891 4.2176
41 H -0.9441 0.3276 -7.0654
42 H 1.3601 5.2515 5.2777
43 C 1.4492 -2.5423 1.9811
44 N 0.0413 1.1377 -3.4361
45 C -4.6839 -1.9957 1.7858
46 H -4.0280 -0.7766 -1.2502
47 H -5.7109 -2.2061 1.4747
48 H -1.3335 -3.4010 2.8499
49 C 0.5262 5.3002 2.6480
50 C -2.6225 -7.2603 2.2478
51 O -2.7187 0.5968 0.3012
52 N 2.1303 -2.6156 0.8991
53 C -2.9591 4.8296 -1.7815
54 H 2.3855 1.0916 2.0112
55 H 4.2707 4.6665 3.4496
56 H 2.4155 3.8592 5.0149
57 C -1.2993 1.5653 -5.3501
58 C 1.4850 4.3296 4.7120
59 H 4.4208 -0.1763 2.4816
60 C -2.8437 -7.5510 0.9073
61 H -0.8081 -3.2230 1.1572
62 C 3.2494 1.5940 2.4337
63 H 3.3305 -4.3065 -4.3079
64 H 6.3304 3.3830 3.9529
65 H -3.3417 -8.4711 0.6230
66 H -2.9503 -7.9543 3.0145
67 C -3.3091 -0.0829 1.1168
68 C -0.8593 -3.9037 2.0089
69 F -2.0078 4.3109 -5.1839
70 C -0.9095 1.8638 -4.0363
71 H 4.2861 0.1642 -0.6550
72 H -3.3354 0.1507 2.1943
73 S 0.8799 -4.2141 2.4966
74 C 2.1233 -2.2186 -1.8791
75 C 0.6319 0.1483 -4.0985
76 C 3.0119 -2.8789 -2.7246
77 C 4.4096 0.8838 2.7057
78 C 4.3158 3.6003 3.2584
79 H -3.3217 5.8452 -3.6544
80 C 3.2081 2.9515 2.7128
81 C 0.7022 -2.4341 -2.0052
82 H 2.8091 0.7248 -1.4471
83 H -0.7345 -3.5695 -3.1329
84 C 1.2399 -4.0562 -3.7983
85 H -4.1721 -2.9494 1.9422
86 H -2.5742 -6.8745 -1.1151
87 H -4.7096 -1.4568 2.7331
88 H 0.8649 -0.9765 -5.9154
89 N 2.6970 -1.4724 0.4101
90 C -1.5526 -5.1760 1.6404
91 C -0.2408 6.3718 3.3427
92 C 5.5158 1.5172 3.2559
93 C -1.7716 -5.4803 0.2986
94 H 3.9299 -0.3092 -2.3420

For the frontier orbital gap, the calculation gives 5.208 eV. Its charge is -2. The LUMO energy comes out at 3.8840 eV.

***

Density functional theory data (ωB97M-V/def2-TZVPD) for a molecular structure, C41H39N3O7P2Ti at a distorted geometry.

Element x y z (Å)
1 H 4.8059 2.1784 -4.6239
2 H 7.2351 -2.5840 -2.1344
3 C 2.5763 -0.7686 0.4396
4 N -2.2776 3.2622 -0.0683
5 H 5.5887 -0.7788 -1.6893
6 C -1.3088 -0.0859 -4.1091
7 H 0.0690 -2.6994 -1.3500
8 O -1.8933 2.9866 4.9356
9 H -3.2433 0.0253 -4.9395
10 C -0.6442 0.5258 2.6685
11 H 2.4287 1.8542 -0.2672
12 C -3.4736 -3.3013 -1.7091
13 H 2.2797 -1.7516 0.8134
14 H -3.7048 -2.6001 -0.9156
15 C -3.7807 -5.4710 -2.7445
16 H 0.5519 2.0740 -5.7586
17 H -1.0773 4.1793 -3.2923
18 C 3.4345 -3.4369 -2.0001
19 C 1.0884 -1.0045 -2.1331
20 H 4.2775 4.2421 -3.3323
21 H -3.3284 1.9641 -2.7212
22 N -1.3166 1.9522 4.5416
23 H 3.0992 4.0703 -1.1449
24 C 0.0855 2.3641 -3.6558
25 C -2.5335 -2.9445 -2.6943
26 C 4.0002 3.2642 -2.9388
27 C -1.0642 3.2137 -3.8139
28 H -5.4216 0.6934 0.1370
29 H 3.5579 -0.4795 0.8465
30 O -1.6181 -1.7452 0.2701
31 C -4.9205 0.5828 -0.8236
32 O -0.5542 1.0675 -0.9093
33 H 0.7027 -0.6255 -4.7257
34 C 3.2658 0.7590 -1.9350
35 H -0.2182 -0.1982 3.3641
36 H -2.6780 3.9797 -4.9866
37 H -3.2630 -0.4582 0.0681
38 C -1.7221 2.6572 2.2104
39 H -0.2653 0.0239 -6.0053
40 C 3.3340 3.1716 -1.7157
41 C -2.5992 0.7375 -4.3972
42 H 1.8181 -0.0365 0.7446
43 C 2.9549 1.9250 -1.2153
44 H -2.0820 1.4637 -6.3469
45 H 0.8416 2.6485 -2.9120
46 H -3.5965 2.0889 -5.7287
47 C -2.2584 -3.8503 -3.7347
48 C -0.0249 0.1723 -4.9408
49 H -5.4174 1.0777 -4.1905
50 C -0.9561 1.2181 0.3336
51 O 0.1579 -1.9308 1.5306
52 C 4.2899 2.1097 -3.6651
53 C -2.8987 -0.0781 -2.0355
54 C 4.3736 -4.4441 -2.2374
55 C -3.4617 0.8917 -3.1188
56 H -2.6684 -5.7957 -4.5679
57 H -1.2869 3.5565 -5.9478
58 C -2.5540 1.8799 -5.4404
59 O -2.0912 3.1165 -1.3760
60 P 2.6829 -0.8545 -1.3355
61 C -1.8831 3.2214 -5.0817
62 H -1.5480 -3.5711 -4.5135
63 C 0.6349 1.5450 -4.7960
64 H -2.2251 3.5525 2.5665
65 P -1.6373 -1.3886 -2.5786
66 C -2.8841 -5.1006 -3.7590
67 C 3.8675 -2.1121 -1.7959
68 C -0.0073 -1.7396 -1.8829
69 H -6.6396 1.2865 -1.9487
70 H -4.2499 -6.4602 -2.7446
71 C -4.9553 0.9013 -3.2217
72 C -4.0826 -4.5579 -1.7270
73 C 6.1703 -2.8214 -2.0964
74 H -1.5879 -1.1103 -4.5261
75 Ti -1.4283 1.7034 -2.5856
76 C 5.7399 -4.1405 -2.2825
77 N -0.7309 -1.2433 0.9987
78 H 1.0694 -0.3097 -2.9806
79 H 4.0355 -5.4732 -2.3761
80 C 5.2423 -1.8052 -1.8482
81 C -5.6010 0.9524 -2.0113
82 H 4.1532 -0.0442 -3.7462
83 H -4.7908 -4.8180 -0.9385
84 C 3.9216 0.8555 -3.1747
85 C -1.5876 2.4140 0.8278
86 O -3.0638 4.1109 0.3339
87 O -0.8562 1.0914 5.3237
88 C -1.1886 1.7338 3.1214
89 H 2.3634 -3.6642 -1.9651
90 H 1.7099 1.4156 -4.6275
91 C -0.7687 0.1918 1.3204
92 H 6.4669 -4.9344 -2.4544
93 C -3.6518 -0.0084 -0.8532

For the frontier orbital gap (spin up / spin down), the calculation gives 5.361 / 5.889 eV. As for the spin multiplicity: 3. Its expectation value of S² is 2.04. The LUMO energy (spin up / spin down) comes out at -0.4772 / -0.7257 eV.

***

Density functional theory data (ωB97M-V/def2-TZVPD) for a molecular structure, C41H39N6O3S3Sn at a distorted geometry.

Element x y z (Å)
1 H 3.8560 -0.3369 -1.2852
2 O -0.8930 -5.5569 -0.3086
3 C -3.5555 -4.8078 0.3299
4 C 2.0465 1.6615 2.3177
5 H -3.7188 -0.3688 -3.4825
6 H -5.4850 -5.1008 1.1730
7 C 1.3453 -4.2344 0.9491
8 H 4.4135 -4.7135 -2.4011
9 H 6.2326 1.1904 1.3297
10 C -3.5930 1.6006 -2.7705
11 C 1.2222 -3.5619 -2.8513
12 C 0.7785 -3.7103 -1.5569
13 O -5.6394 -0.3448 -0.1210
14 C 1.8826 0.8695 -0.3916
15 C 1.6104 -4.2018 -0.5397
16 C -1.0348 3.4488 5.7813
17 C -2.6187 -3.9520 -0.2531
18 N 2.9718 0.5683 0.3355
19 H -4.5246 4.8925 -2.8258
20 C 2.8175 0.5037 1.7953
21 C -4.5248 -0.7804 -0.4036
22 C -3.7486 2.8993 -3.2322
23 C -4.3324 3.8941 -2.4395
24 C -3.7966 1.2887 -1.4285
25 H -4.0713 2.8323 1.4700
26 C 5.2248 1.9407 -1.8633
27 N -0.2112 2.0150 -0.5716
28 H -0.6598 0.2748 3.5984
29 H 0.7370 -2.1362 -4.4221
30 H 7.6940 3.1460 0.8134
31 C -0.6238 2.4540 3.6114
32 H -6.0877 -2.6552 0.6562
33 H 1.0203 -3.2762 1.4141
34 C -0.7791 1.1913 4.1687
35 H 0.2998 -3.7738 -4.8094
36 C 6.1912 2.8819 -2.1687
37 H -3.4610 0.7832 -4.7623
38 H -1.3015 0.0315 5.9300
39 H -0.6228 -2.8653 -3.5443
40 S 1.7708 0.6491 -2.1009
41 C -4.6320 2.0679 0.8974
42 H 2.3432 -0.4801 2.0430
43 S 0.3719 2.9674 -1.6732
44 N -0.5276 -3.4506 -1.2568
45 C 0.3530 -3.0747 -3.9586
46 C 6.2168 1.6496 0.2788
47 H -0.8206 4.6232 3.9812
48 H 2.8573 -3.7965 -4.1886
49 C -5.1257 -3.0890 0.4131
50 H 2.2531 -4.4982 1.4910
51 C -3.1726 0.5210 -3.6954
52 H 0.5901 -4.9600 1.2139
53 C -4.1469 -2.1909 -0.0847
54 C -0.8037 3.6101 4.4115
55 N 0.8269 1.8511 1.5665
56 H -4.2977 1.0676 1.2487
57 H -3.5273 3.0049 -4.3068
58 C -4.8202 -4.4274 0.6372
59 S -0.5747 -0.7057 0.9205
60 H -5.2284 4.2162 -0.4986
61 N -2.9278 -2.6305 -0.3955
62 H -1.1553 4.3396 6.3903
63 H 2.6564 2.6180 2.2394
64 H 3.5659 -4.9843 -0.1844
65 C 0.7325 1.4756 0.2680
66 C -4.6789 3.5560 -1.1786
67 H -1.2851 2.1006 7.4267
68 C 7.1321 2.6511 -0.0017
69 C -1.1226 1.0630 5.5136
70 C -1.2576 -4.4245 -0.5813
71 H 6.1691 3.2793 -3.1893
72 C -1.1420 2.1837 6.3408
73 H -5.6916 2.2404 1.1779
74 C 7.2120 3.2297 -1.2877
75 C -0.2965 2.6127 2.1245
76 C 2.9090 -4.5628 -0.9351
77 H -0.1493 3.6708 1.8497
78 H -3.0920 -5.7928 0.5609
79 N -3.5245 0.0071 -1.0336
80 C 5.2354 1.2923 -0.6536
81 O 1.6470 3.6578 -1.2938
82 H 4.4389 1.7256 -2.5678
83 H -1.1557 2.2675 1.5218
84 H 4.7653 -0.5121 0.3986
85 C 3.4003 -4.3586 -2.1811
86 H 3.7655 0.5576 2.3688
87 H 1.8415 1.5201 3.3946
88 H -2.0977 0.3325 -3.8094
89 C 4.2405 0.1433 -0.3431
90 H 8.0018 3.9266 -1.5562
91 C -4.3687 2.2728 -0.5881
92 C 2.5753 -3.8562 -3.1452
93 Sn -1.3095 -1.1476 -1.2301

For the frontier orbital gap (spin up / spin down), the calculation gives 3.105 / 5.016 eV. Its charge is +1. The LUMO energy (spin up / spin down) comes out at -6.5293 / -5.7494 eV.

***

Density functional theory data (ωB97M-V/def2-TZVPD) for a molecular structure, C41H39NO4PSTc at a distorted geometry.

Element x y z (Å)
1 C 0.0679 -2.7820 -2.1735
2 C 3.2297 -0.8650 -1.4587
3 H 5.4080 1.9046 2.1442
4 C 3.8974 1.0446 -2.7480
5 H 3.4529 4.3085 -0.7905
6 H -4.3857 -0.0883 -1.1802
7 H 2.6671 -3.9265 3.7193
8 C -0.9926 -4.7653 -3.7857
9 C -3.1158 1.5305 -0.5777
10 C 1.2904 -2.3649 0.4497
11 H -0.2105 0.0039 3.7336
12 H 1.4638 -5.3212 2.0873
13 C 3.3316 1.5167 1.8622
14 H -2.9774 2.7852 2.5473
15 H -2.8407 1.7550 -1.6055
16 C 3.4222 3.5229 -0.0496
17 H 0.9916 -5.0214 -4.5109
18 H -1.1126 3.3886 -0.4428
19 O -0.0414 1.8192 2.5279
20 O -1.8834 -1.4451 1.5125
21 C -5.5237 -0.8256 1.1999
22 C 2.2576 -3.4564 2.8365
23 N 0.7258 -0.4789 1.9404
24 C -1.3274 -3.0189 -2.1223
25 H 5.7490 4.6067 -0.4429
26 H 4.6788 1.6698 -3.1527
27 C 5.8534 3.9310 0.4017
28 H -1.4005 -5.5565 -4.3962
29 H 0.6753 -4.3330 -0.0468
30 C -4.0631 1.0570 1.9726
31 C -2.0172 3.6878 0.1044
32 H 0.5198 0.7959 -2.6210
33 H -4.0613 -2.2515 -0.3175
34 C 4.5790 3.1926 0.6475
35 C 4.2254 -0.0743 -2.0010
36 C -2.7880 2.4318 0.4400
37 H 0.3987 -1.6575 3.6307
38 C -2.1437 -2.2548 -1.2326
39 H -3.0805 4.0917 -1.7689
40 H -5.0267 -3.9689 -1.7442
41 C -3.2358 -4.3517 -2.8237
42 C 1.1293 -3.7088 0.7114
43 C 0.8935 -3.4739 -3.0280
44 C 1.8916 -0.5329 -1.6587
45 C -3.9850 0.4610 -0.3374
46 C 2.5661 1.3502 -2.9909
47 H -4.4191 0.8866 2.9777
48 C -3.4436 -2.6957 -1.0789
49 C 1.5914 -4.2690 1.8950
50 H -3.7926 4.8504 -0.3423
51 H 3.4881 -1.7493 -0.8926
52 C 2.4112 -2.1225 2.6522
53 C -3.2395 2.1415 1.7247
54 H 3.2894 0.7573 2.6264
55 H -2.3064 5.4947 -1.0360
56 H 6.6755 3.2424 0.2141
57 H 5.2624 -0.3338 -1.8480
58 C 2.1977 1.8494 1.1409
59 H 1.3421 3.1191 -0.3491
60 H 1.9524 -3.2615 -3.0737
61 C -1.8620 -4.0538 -2.9334
62 C 2.2358 2.8551 0.1903
63 H 2.3150 2.1963 -3.6119
64 C -1.5250 -1.3681 2.7382
65 H -0.9786 5.3301 1.0307
66 C -0.0901 -0.8569 3.0697
67 H -6.2995 -0.4409 1.8589
68 C 0.3448 -4.4718 -3.8457
69 H -1.0323 3.8728 2.0308
70 H -5.9910 -1.1549 0.2751
71 C -4.4966 0.2289 0.9425
72 C 1.5648 0.5679 -2.4441
73 C -1.5973 4.4887 1.3349
74 H -3.6696 -5.0926 -3.4769
75 Tc -1.4329 -0.5236 -0.2170
76 H -5.0746 -1.6842 1.6976
77 C 1.8087 -1.4020 1.4884
78 O -2.2199 -1.6947 3.6705
79 S 0.6020 1.1136 1.4685
80 C -3.9893 -3.7090 -1.8792
81 H 2.5369 -0.7179 1.0230
82 C 4.5173 2.1773 1.6001
83 P 0.5534 -1.5426 -0.9521
84 H 2.9227 -1.5202 3.3880
85 H -2.4726 4.8886 1.8417
86 C -2.8549 4.5802 -0.8230
87 H 6.1185 4.5176 1.2807
88 O -0.0995 1.1771 0.1843

For the frontier orbital gap (spin up / spin down), the calculation gives 4.577 / 4.266 eV. Its charge is +1. As for the spin multiplicity: 2. Its expectation value of S² is 0.93. The LUMO energy (spin up / spin down) comes out at -5.4896 / -5.3717 eV.

***

- Number 2 is which compound?
  C41H39N3O7P2Ti

***

- Which formula does entry 1 have?
  C41H39F2N6O3S2Tl